Entry 1:
36
Properties=species:S:1:pos:R:3:forces:R:3:nbo_charge:R:1 method="wB97M-V/def2-TZVPD" lumo_ha=-0.105 multiplicity=1 gap_ev=8.2 total_charge=+1 smiles="COc1ccc(Cl)cc1NC(=O)C[NH2+]Cc1cccs1"
C -3.493 -2.805 0.939 -0.17 -0.25 0.12 -0.25
O -2.481 -1.980 0.392 0.30 0.36 -0.19 -0.52
C -2.754 -0.659 0.196 0.02 0.27 -0.08 0.29
C -3.952 -0.027 0.499 0.21 -0.30 -0.01 -0.27
C -4.113 1.327 0.257 0.18 0.26 -0.13 -0.20
C -3.076 2.064 -0.290 -0.10 -0.41 0.13 -0.07
Cl -3.271 3.749 -0.587 -0.02 0.18 -0.03 0.04
C -1.868 1.456 -0.604 -0.03 0.04 0.00 -0.19
C -1.710 0.102 -0.363 -0.45 0.12 0.12 0.08
N -0.519 -0.602 -0.639 -0.23 -0.34 0.16 -0.56
C 0.578 -0.161 -1.228 0.63 -0.36 -0.08 0.68
O 0.805 0.960 -1.671 -0.36 0.17 -0.06 -0.62
C 1.742 -1.182 -1.378 -0.63 -0.16 0.20 -0.33
N 2.855 -0.370 -1.889 -0.13 0.57 -0.45 -0.54
C 3.947 -0.093 -0.902 0.38 0.12 0.47 -0.25
C 3.401 0.639 0.272 -0.07 0.42 -0.10 -0.29
C 3.048 0.143 1.494 0.14 0.06 -0.30 -0.23
C 2.503 1.128 2.342 -0.13 0.15 0.11 -0.26
C 2.441 2.349 1.750 0.05 0.05 -0.25 -0.37
S 3.055 2.338 0.156 0.16 -0.49 0.37 0.48
H -4.374 -2.830 0.294 0.04 0.03 0.01 0.19
H -3.059 -3.801 0.997 -0.09 0.06 0.02 0.21
H -3.776 -2.472 1.941 0.02 0.02 -0.04 0.19
H -4.772 -0.581 0.924 -0.06 -0.09 0.04 0.24
H -5.048 1.807 0.496 -0.08 0.07 0.02 0.24
H -1.067 2.031 -1.034 0.02 0.04 -0.01 0.25
H -0.581 -1.572 -0.345 0.22 0.05 -0.08 0.44
H 1.462 -1.969 -2.079 0.12 0.08 -0.02 0.25
H 1.989 -1.624 -0.413 0.05 0.03 -0.11 0.25
H 3.243 -0.723 -2.764 -0.13 -0.01 0.10 0.44
H 2.306 0.565 -2.064 0.35 -0.60 -0.06 0.48
H 4.703 0.508 -1.410 -0.06 -0.16 -0.11 0.24
H 4.393 -1.042 -0.593 -0.07 0.08 -0.12 0.24
H 3.195 -0.880 1.794 0.06 -0.24 0.01 0.23
H 2.175 0.937 3.347 -0.06 0.00 0.20 0.24
H 2.073 3.267 2.163 -0.08 0.19 0.13 0.26



Entry 2:
35
Properties=species:S:1:pos:R:3:forces:R:3:nbo_charge:R:1 method="wB97M-V/def2-TZVPD" lumo_ha=0.017 multiplicity=1 gap_ev=8.9 smiles="O=C(Cc1ccccc1Cl)NCCCn1ccnc1"
O 1.515 0.846 -0.422 0.42 0.14 -0.24 -0.64
C 0.532 0.608 0.245 -0.37 0.29 0.46 0.70
C 0.201 1.369 1.533 0.20 0.02 -0.22 -0.52
C 0.363 0.458 2.713 -0.16 0.00 0.17 -0.06
C 1.626 0.260 3.263 -0.07 -0.03 0.02 -0.13
C 1.819 -0.587 4.338 0.06 -0.01 0.01 -0.22
C 0.742 -1.257 4.893 -0.04 0.00 -0.02 -0.20
C -0.524 -1.083 4.362 -0.03 -0.06 0.02 -0.23
C -0.700 -0.239 3.280 0.21 0.02 0.15 -0.03
Cl -2.315 -0.060 2.647 -0.18 0.00 0.01 -0.02
N -0.368 -0.348 -0.055 -0.32 -0.24 -0.10 -0.63
C -0.277 -1.195 -1.221 -0.06 -0.17 -0.25 -0.23
C -1.371 -0.864 -2.240 0.26 0.20 0.08 -0.41
C -1.138 0.494 -2.916 -0.48 -0.30 0.32 -0.21
N -0.083 0.430 -3.889 0.21 0.10 -0.21 -0.35
C 1.245 0.686 -3.686 0.39 0.11 0.01 -0.12
C 1.859 0.435 -4.878 0.04 0.06 0.24 -0.10
N 0.946 0.031 -5.801 -0.10 -0.20 -0.56 -0.46
C -0.200 0.035 -5.180 -0.12 -0.04 -0.11 0.15
H -0.819 1.751 1.474 0.06 0.05 0.01 0.24
H 0.897 2.204 1.608 -0.08 -0.06 -0.06 0.25
H 2.464 0.782 2.828 0.10 0.08 -0.05 0.22
H 2.809 -0.722 4.745 0.09 -0.01 0.03 0.22
H 0.881 -1.916 5.736 0.01 -0.06 0.08 0.22
H -1.372 -1.601 4.783 -0.08 -0.02 0.01 0.23
H -1.172 -0.467 0.544 0.12 0.09 0.00 0.40
H -0.366 -2.241 -0.910 0.09 0.08 -0.06 0.20
H 0.710 -1.040 -1.661 -0.08 -0.12 0.06 0.24
H -2.340 -0.851 -1.735 -0.06 -0.05 -0.01 0.20
H -1.396 -1.643 -3.004 -0.08 -0.01 -0.02 0.22
H -2.055 0.813 -3.422 0.14 0.05 0.08 0.21
H -0.875 1.241 -2.163 -0.08 0.01 -0.13 0.22
H 1.624 1.015 -2.741 0.02 0.05 0.25 0.25
H 2.896 0.521 -5.133 0.23 0.05 0.05 0.21
H -1.140 -0.228 -5.625 -0.28 -0.04 -0.02 0.19



Entry 3:
36
Properties=species:S:1:pos:R:3:forces:R:3:nbo_charge:R:1 method="wB97M-V/def2-TZVPD" lumo_ha=0.021 multiplicity=1 gap_ev=8.6 smiles="CCOC(=O)CCn1nc(-c2ccc(Cl)cc2)cc1N"
C 5.537 -2.923 1.328 -0.41 0.03 0.00 -0.63
C 4.130 -3.472 1.503 0.38 -0.35 -0.19 -0.08
O 3.153 -2.426 1.487 -0.04 0.10 0.36 -0.51
C 2.741 -1.992 0.292 -0.24 0.32 0.00 0.80
O 3.115 -2.439 -0.758 0.06 -0.07 -0.16 -0.60
C 1.703 -0.903 0.450 -0.03 -0.19 -0.09 -0.51
C 0.327 -1.442 0.018 0.44 -0.06 -0.08 -0.21
N -0.703 -0.462 0.198 -0.45 -0.01 0.68 -0.18
N -1.042 0.360 -0.800 -0.11 0.51 -0.76 -0.29
C -2.001 1.148 -0.330 0.52 -0.77 0.54 0.10
C -2.618 2.165 -1.165 -0.19 0.37 -0.41 0.01
C -2.163 2.358 -2.470 -0.07 -0.02 0.20 -0.19
C -2.732 3.314 -3.285 -0.08 0.09 -0.02 -0.23
C -3.771 4.092 -2.797 0.06 -0.14 0.15 -0.04
Cl -4.492 5.294 -3.813 -0.08 0.13 -0.12 0.00
C -4.240 3.919 -1.505 -0.03 0.10 -0.13 -0.23
C -3.663 2.959 -0.696 0.22 -0.18 -0.08 -0.19
C -2.278 0.828 1.018 0.14 -0.08 0.00 -0.39
C -1.418 -0.205 1.322 -0.13 0.20 -0.34 0.34
N -1.299 -0.971 2.467 0.07 -0.21 0.12 -0.81
H 6.256 -3.733 1.406 0.11 -0.08 0.01 0.22
H 5.752 -2.182 2.095 0.06 0.04 0.07 0.21
H 5.635 -2.458 0.350 0.06 0.01 -0.06 0.22
H 4.012 -3.954 2.476 -0.03 0.04 -0.14 0.19
H 3.898 -4.182 0.702 0.00 0.05 0.19 0.20
H 1.686 -0.573 1.489 -0.03 0.05 -0.06 0.22
H 1.965 -0.063 -0.195 0.01 -0.02 0.04 0.25
H 0.070 -2.337 0.592 -0.02 0.04 -0.09 0.21
H 0.362 -1.694 -1.044 -0.08 -0.04 0.17 0.25
H -1.355 1.739 -2.827 0.08 -0.04 -0.08 0.24
H -2.378 3.460 -4.294 0.01 0.03 -0.08 0.23
H -5.050 4.531 -1.139 -0.06 0.06 0.00 0.23
H -4.035 2.827 0.308 -0.04 -0.02 0.11 0.21
H -2.994 1.277 1.674 -0.15 0.08 0.18 0.22
H -1.745 -0.556 3.270 0.10 -0.06 -0.02 0.39
H -0.368 -1.304 2.672 -0.04 0.08 0.09 0.38